# C12H12N4O5

An isolated molecule of C12H12N4O5 (the ωB97M-V functional and the def2-TZVPD basis, the Open Molecules 2025 dataset).

Last column: Löwdin charge in e.
Cartesian coordinates (Å):
H1 -0.28 2.64 -3.70  0.082
O1 1.99 3.14 1.16  0.149
C1 -2.25 -2.22 -0.70  -0.216
C2 -0.28 -3.38 -0.60  -0.195
N1 -0.25 -0.85 -0.30  -0.096
C3 0.20 0.01 0.73  -0.102
O2 -0.64 -1.38 2.35  0.126
C4 0.42 2.48 -1.69  -0.482
O3 -0.16 3.32 -1.04  0.079
H2 -2.19 -0.24 -0.02  0.134
C5 -0.07 -0.31 2.13  -0.272
N2 1.37 2.45 4.00  0.190
C6 0.34 0.62 3.15  -0.158
C7 -1.66 -0.86 -0.75  -0.125
O4 -1.45 -3.15 -1.39  -0.111
C8 0.66 2.62 -3.18  0.019
N3 0.28 0.46 4.45  0.203
H3 1.14 -2.01 -1.39  0.110
O5 0.86 1.63 5.02  -0.044
C9 0.53 -2.12 -0.50  -0.121
N4 1.00 1.42 -1.01  0.132
H4 0.34 -4.15 -1.09  0.133
H5 1.24 -2.23 0.34  0.134
C10 1.01 1.87 2.86  -0.121
H6 -3.26 -2.25 -1.12  0.135
C11 0.88 1.19 0.38  -0.027
C12 1.32 2.16 1.44  -0.241
H7 1.07 0.60 -1.60  0.138
H8 -1.79 -0.44 -1.77  0.128
H9 1.23 3.50 -3.41  0.088
H10 -2.33 -2.52 0.36  0.125
H11 1.23 1.74 -3.52  0.081
H12 -0.50 -3.76 0.40  0.123

Orbital gap   7.288 eV
SMILES   CC(=O)NC1=C(N2CCOCC2)C(=O)c2nonc2C1=O

# C19H66B2NO37

A structure of composition C19H66B2NO37 (the ωB97M-V functional and the def2-TZVPD basis, the Open Molecules 2025 dataset).

Last column: Löwdin charge in e.
Cartesian coordinates (Å):
H1 6.49 -2.16 -2.71  0.008
H2 0.81 1.36 -3.94  0.104
H3 -2.44 2.30 1.16  0.101
C1 -0.20 -5.60 -2.25  -0.427
H4 -0.32 2.01 -1.87  0.095
H5 4.49 2.83 -1.58  0.123
H6 1.58 -2.04 -0.04  0.129
O1 -0.27 -5.89 -3.47  0.307
O2 -0.43 5.80 1.75  -0.015
O3 -2.17 -4.28 -7.10  0.107
O4 -4.56 -4.07 -0.18  0.327
C2 -0.73 0.50 2.34  -0.158
C3 -3.83 -2.09 -0.72  -0.465
H7 4.49 0.59 -2.57  0.076
O5 -1.00 -3.16 3.15  -0.048
H8 -1.84 -1.76 5.69  0.114
H9 5.65 3.52 4.17  0.118
H10 3.60 -0.54 -0.06  0.153
H11 -4.43 4.98 1.54  -0.027
H12 0.95 1.74 5.09  -0.100
H13 1.03 2.01 1.01  0.124
C4 -4.31 -2.88 0.27  -0.360
N1 0.63 0.08 0.09  -0.176
H14 4.35 2.95 3.31  -0.041
C5 -0.71 0.08 0.79  -0.068
H15 -1.41 3.18 2.66  0.056
O6 4.14 -0.31 -3.07  -0.171
H16 1.56 2.37 -7.83  0.036
H17 2.53 0.97 2.29  0.047
O7 6.28 1.88 1.28  -0.181
H18 -1.52 0.80 -1.95  0.099
O8 5.19 2.79 3.66  -0.048
H19 1.69 3.56 3.79  0.031
H20 0.86 5.38 -2.48  0.010
C6 -2.18 2.51 2.27  -0.122
C7 -3.79 -5.96 -2.71  -0.327
H21 2.51 4.28 2.66  0.069
O9 0.14 4.15 4.96  -0.034
H22 0.01 -0.17 -4.01  0.090
O10 0.91 2.14 -7.19  -0.030
O11 -2.44 -1.49 4.86  -0.171
O12 -6.09 -0.28 2.89  -0.124
C8 -0.02 -4.29 -6.26  -0.464
O13 2.52 3.51 3.23  -0.067
H23 -3.59 5.68 3.38  0.053
B1 -4.23 -4.13 -1.55  -0.888
O14 -0.35 -3.66 -3.08  0.360
H24 -1.42 0.72 0.28  0.095
H25 2.31 1.72 4.83  0.067
O15 1.50 1.14 4.83  0.027
O16 0.64 -3.93 -7.29  0.088
H26 -3.01 0.20 5.27  -0.023
O17 0.03 -6.54 -1.43  0.090
H27 -0.82 -3.57 2.33  0.028
C9 1.41 -1.12 0.56  -0.083
H28 -1.73 -1.90 4.16  0.070
H29 -2.35 5.65 4.26  0.021
H30 4.78 -2.70 -1.09  -0.018
O18 0.60 -4.51 -5.19  0.289
H31 -0.98 5.88 2.39  -0.149
H32 1.32 0.40 -6.87  0.055
O19 -3.73 -2.76 -1.78  0.309
O20 -2.64 5.79 3.38  -0.003
C10 1.47 1.24 0.31  -0.106
H33 -0.01 -3.19 3.25  0.033
O21 -3.43 0.84 5.91  -0.120
O22 -0.80 4.04 -0.37  -0.066
H34 4.99 1.76 -0.61  -0.020
O23 -6.00 -6.14 -3.65  0.160
H35 2.69 -3.28 3.36  0.125
C11 -0.19 0.86 -3.57  -0.145
H36 3.19 -0.62 -2.77  0.093
H37 5.45 -1.15 -2.32  0.013
C12 -0.48 0.95 -2.17  -0.251
B2 -0.51 -4.63 -4.15  -0.772
O24 3.97 -3.21 -1.26  -0.145
O25 -5.33 -4.41 -2.52  0.278
O26 1.76 -3.09 3.77  -0.036
H38 0.87 -1.49 1.43  0.111
C13 -1.38 -4.34 -6.11  -0.463
H39 -5.33 3.88 1.06  0.016
H40 -0.60 4.70 4.93  -0.013
O27 0.07 -3.77 -0.96  0.121
H41 -0.19 4.86 1.52  0.045
O28 -3.30 -0.99 -0.58  0.117
C14 -1.99 1.15 2.89  -0.283
O29 -4.81 -2.44 1.35  0.107
H42 3.75 -4.01 -0.56  0.132
O30 6.25 -1.67 -1.97  -0.089
H43 -0.48 -0.43 2.74  0.064
H44 -1.08 1.33 -4.16  0.119
H45 -1.79 3.91 -0.65  0.128
C15 0.28 -0.18 -1.35  -0.074
H46 -3.88 1.33 5.19  0.028
H47 -6.82 -0.76 3.35  0.047
H48 0.05 1.18 2.61  0.077
C16 -0.27 -4.22 -2.05  -0.558
H49 -0.21 -1.08 -1.49  0.100
C17 2.61 0.88 1.27  -0.207
O31 -3.29 -5.13 -1.90  0.297
C18 -5.14 -5.53 -3.06  -0.467
O32 -3.14 -6.99 -3.16  0.096
C19 2.80 -0.53 0.87  -0.187
H50 1.86 1.87 -0.64  0.183
H51 -3.26 2.78 2.66  0.097
H52 1.86 -2.38 4.32  -0.003
H53 3.43 -1.08 1.68  0.141
O33 1.30 -0.59 -6.51  -0.075
H54 0.61 4.78 5.61  0.126
H55 -1.85 1.43 4.00  0.116
H56 1.20 -0.36 -1.92  0.122
H57 0.42 -0.71 -6.39  -0.047
H58 -2.93 0.39 2.67  0.179
H59 -1.31 -0.81 0.43  0.141
H60 3.76 1.26 1.25  0.143
H61 -0.20 4.26 -1.01  -0.072
O34 -1.73 -4.65 -4.97  0.320
H62 2.15 4.48 -2.51  0.076
O35 1.18 4.54 -2.37  -0.021
H63 1.11 2.75 -6.47  0.060
H64 -5.45 -1.01 2.62  0.021
O36 -4.74 4.54 0.80  0.008
H65 5.89 2.36 2.16  0.056
H66 6.85 1.04 1.33  0.085
O37 4.66 1.82 -1.48  -0.053

Orbital gap   6.869 eV
Total charge   -1
Energy relative to the best compared isomer or geometry (same formula, charge and spin)   129.1 kJ/mol

# C8H8BrN2

A structure of composition C8H8BrN2 (the ωB97M-V functional and the def2-TZVPD basis, the Open Molecules 2025 dataset).

Last column: Löwdin charge in e.
Cartesian coordinates (Å):
H1 -3.92 -0.59 -1.14  0.041
C1 -0.19 0.12 0.80  -0.297
H2 3.71 -0.68 -0.92  0.092
H3 3.72 0.23 0.67  0.090
C2 0.83 -0.32 -1.14  0.052
H4 3.31 1.06 -0.86  0.150
H5 -2.95 -0.03 2.76  0.095
C3 -0.45 -0.10 -0.52  -0.174
N1 -1.06 0.17 1.79  0.153
Br1 -3.60 1.20 0.36  0.856
H6 1.47 0.38 1.95  0.190
C4 -2.95 -0.16 -0.96  -0.320
C5 1.83 -0.15 -0.16  -0.268
H7 -1.42 -0.88 -2.13  0.136
N2 1.13 0.09 1.03  0.161
H8 1.13 -0.35 -2.24  0.163
C6 -1.65 -0.39 -1.18  -0.118
C7 -2.15 0.34 2.17  0.018
C8 3.23 0.04 -0.28  -0.020

Orbital gap (alpha / beta)   7.921 / 7.921 eV
Total charge   +1
Energy relative to the best compared isomer or geometry (same formula, charge and spin)   251.6 kJ/mol

# C4H6NO

The ion C4H6NO with charge +1 (the ωB97M-V functional and the def2-TZVPD basis, the Open Molecules 2025 dataset).

Last column: Löwdin charge in e.
Cartesian coordinates (Å):
C1 0.53 1.67 -0.78  0.049
O1 0.19 2.52 -1.44  0.397
H1 -2.20 -0.31 0.93  0.066
C2 -1.41 -0.05 0.24  -0.060
N1 -0.67 -1.22 -0.29  0.047
C3 1.07 0.63 0.04  -0.044
H2 1.83 0.08 -0.54  0.169
C4 0.00 -0.29 0.63  -0.289
H3 1.62 1.11 0.86  0.173
H4 -0.86 -2.16 0.06  0.175
H5 0.33 -0.77 1.56  0.155
H6 -0.43 -1.23 -1.27  0.161

Orbital gap   7.176 eV
Total charge   +1
Energy relative to the best compared isomer or geometry (same formula, charge and spin)   344.6 kJ/mol

# AlFO4P

A structure of composition AlFO4P (the ωB97M-V functional and the def2-TZVPD basis, the Open Molecules 2025 dataset).

Last column: Löwdin charge in e.
Cartesian coordinates (Å):
O1 19.95 17.10 23.61  -0.322
O2 17.82 15.68 23.20  -0.198
O3 19.79 14.51 24.12  -0.304
F1 15.62 11.17 25.34  -0.872
Al1 17.41 13.30 24.84  0.967
P1 19.11 15.92 24.07  -0.066
O4 18.36 15.85 25.43  -0.204

Orbital gap   3.708 eV
Total charge   -1
Energy relative to the best compared isomer or geometry (same formula, charge and spin)   60.9 kJ/mol

# C36H40EuN5O3S

A structure of composition C36H40EuN5O3S (the ωB97M-V functional and the def2-TZVPD basis, the Open Molecules 2025 dataset).

Last column: Mulliken spin population.
Cartesian coordinates (Å):
C1 -0.55 0.18 -3.11  -0.009
C2 -2.47 -1.16 3.39  0.000
C3 1.76 -0.55 -2.54  -0.005
C4 0.63 5.63 2.36  0.000
H1 2.36 2.92 1.60  0.000
C5 3.36 0.17 0.83  0.005
H2 -0.05 2.33 2.71  -0.001
C6 -0.07 4.28 -0.77  0.000
C7 3.59 -1.14 1.59  -0.004
H3 4.28 -1.75 1.00  0.000
H4 -3.87 -1.83 4.76  0.000
C8 -1.17 5.29 3.91  0.000
C9 1.81 -1.52 -3.59  -0.001
H5 -1.72 3.24 4.26  0.000
N1 2.49 0.05 -0.34  -0.011
H6 2.57 -2.87 -4.97  0.000
N2 -2.07 -0.28 -0.11  -0.012
C10 4.25 -0.70 -1.79  -0.001
H7 -2.66 3.58 -1.06  0.000
H8 -2.71 3.21 -5.33  0.000
H9 -2.38 -0.86 -3.48  -0.001
C11 -0.82 3.71 -4.45  0.000
H10 4.94 -0.37 -1.03  0.000
H11 4.12 -0.91 2.52  0.000
H12 0.93 0.34 3.20  -0.001
C12 -4.44 -2.65 2.91  0.001
N3 -0.49 -0.69 2.09  -0.031
C13 1.75 3.72 1.19  0.000
C14 -3.61 -1.87 3.70  0.001
H13 -1.97 -0.70 4.23  0.000
H14 2.88 0.88 1.52  -0.005
C15 -0.80 3.94 -2.05  0.000
H15 -1.36 -1.73 -2.38  -0.006
C16 -3.52 -2.07 0.64  0.000
H16 -1.91 5.69 4.59  0.000
C17 0.75 4.25 2.17  0.000
C18 4.26 -2.07 -3.90  -0.001
H17 2.44 4.49 0.82  0.000
H18 4.92 -2.59 -4.57  0.000
C19 -1.72 -0.73 -2.62  0.020
C20 -4.32 -2.75 1.53  0.000
C21 0.44 -0.64 3.20  0.002
H19 0.52 5.19 -0.87  0.000
O1 -0.36 -4.30 0.24  0.001
H20 0.92 4.22 -3.31  0.000
Eu1 0.21 -0.55 -0.14  6.056
C22 4.84 -1.40 -2.86  0.001
H21 -3.70 -2.31 -0.40  0.000
N4 -0.30 -3.11 0.17  0.001
H22 0.98 -2.69 3.37  0.000
H23 1.29 6.30 1.82  0.000
H24 -2.80 0.87 -1.66  -0.001
C23 -0.14 3.98 -3.27  0.000
H25 2.66 -3.04 1.91  0.000
O2 0.11 1.90 0.24  0.017
O3 0.31 -2.62 -0.89  -0.008
H26 -5.22 -3.22 3.40  0.000
C24 1.51 -1.76 3.15  -0.004
C25 2.85 -2.19 -4.18  0.001
H27 2.18 -1.60 4.00  0.000
H28 -5.01 -3.45 1.06  0.000
C26 -0.11 3.40 2.87  -0.001
H29 -0.05 -0.73 4.17  0.000
H30 0.84 -1.75 -4.01  0.000
C27 -2.84 3.37 -3.19  0.000
C28 -0.32 6.15 3.23  0.000
C29 -2.15 3.62 -2.01  0.000
C30 2.35 -1.99 1.89  0.011
C31 -2.18 3.42 -4.41  0.000
H31 4.33 0.61 0.56  0.000
H32 1.73 -1.98 1.00  0.003
H33 -0.75 4.40 0.08  0.000
C32 -2.51 -1.09 0.83  -0.003
C33 -1.76 -1.01 2.16  -0.003
H34 -0.31 -0.10 -4.14  0.000
S1 1.05 2.98 -0.29  0.001
H35 -0.30 3.74 -5.39  0.000
H36 5.93 -1.44 -2.82  0.000
H37 -3.89 3.12 -3.15  0.000
N5 0.66 0.22 -2.29  -0.003
C34 -2.63 -0.19 -1.47  -0.010
H38 -3.60 -0.69 -1.53  0.000
H39 -0.93 1.20 -3.14  -0.001
C35 2.88 -0.40 -1.50  0.002
H40 -0.39 7.22 3.37  0.000
C36 -1.06 3.92 3.73  0.000

Orbital gap (alpha / beta)   6.898 / 6.917 eV
Spin multiplicity   7
Energy relative to the best compared isomer or geometry (same formula, charge and spin)   10.9 kJ/mol

# C6H6

An isolated molecule of C6H6 (the ωB97M-V functional and the def2-TZVPD basis, the Open Molecules 2025 dataset).

Last column: Löwdin charge in e.
Cartesian coordinates (Å):
H1 1.19 0.46 -1.33  0.087
H2 -0.59 1.02 1.08  0.145
C1 0.55 -0.74 1.03  -0.114
C2 0.75 1.12 -0.59  -0.066
C3 -1.35 -0.19 -0.42  -0.116
C4 1.20 -1.58 1.59  0.125
C5 -2.31 -0.57 -1.03  0.125
H3 1.78 -2.32 2.10  0.026
H4 -3.17 -0.88 -1.59  0.026
C6 -0.19 0.33 0.33  -0.405
H5 0.19 1.91 -1.10  0.083
H6 1.55 1.57 0.00  0.083

Orbital gap   11.046 eV
SMILES   C#CC(C)C#C
Energy relative to the best compared isomer or geometry (same formula, charge and spin)   368.8 kJ/mol

# C11H74N2O27P

A cluster of 25 separate species, C11H74N2O27P in total (the ωB97M-V functional and the def2-TZVPD basis, the Open Molecules 2025 dataset).

Last column: Löwdin charge in e.
Cartesian coordinates (Å):
O1 10.32 -1.24 1.95  -0.046
H1 -4.95 5.75 -0.68  0.053
H2 1.45 -1.22 -0.70  0.003
H3 -4.09 1.47 1.40  0.167
H4 -6.33 0.80 -0.63  0.097
C1 2.66 0.93 0.96  -0.162
H5 -3.72 1.83 -1.62  0.147
O2 4.93 2.63 -1.52  -0.044
P1 -4.53 -2.85 1.33  0.804
H6 4.72 -2.43 -3.44  0.019
C2 -4.28 1.11 0.38  -0.236
H7 2.18 2.99 0.59  0.126
O3 -2.09 -5.98 -0.39  -0.071
C3 -3.52 2.07 -0.56  -0.145
H8 -9.63 3.51 -1.44  -0.001
H9 3.02 2.91 -4.49  0.042
H10 -4.10 -0.64 2.16  0.091
H11 6.34 2.41 2.49  0.028
H12 -3.91 3.09 -0.37  0.100
H13 7.90 -0.82 -2.06  0.045
H14 -4.16 5.77 0.62  0.055
H15 -1.94 -6.56 0.35  0.040
H16 -3.75 -3.13 -3.82  0.059
O4 -11.92 4.33 -0.85  -0.053
H17 -6.46 1.61 -3.30  0.055
O5 -6.52 -2.57 -2.34  -0.062
H18 8.66 -1.11 -0.78  0.039
O6 -2.18 -8.55 -2.12  -0.064
H19 -5.67 -2.59 -2.79  -0.012
H20 -2.15 -7.62 -1.88  -0.006
H21 -0.23 -0.34 1.25  0.028
O7 6.70 -2.32 2.60  -0.047
O8 -3.55 -2.40 -3.22  -0.056
H22 0.36 3.76 -0.51  0.129
H23 4.15 -0.99 1.70  0.120
H24 -1.85 3.96 -0.65  0.126
H25 7.53 -3.88 0.93  -0.003
H26 -7.34 4.76 0.16  0.038
H27 -7.05 -1.96 -2.87  0.032
C4 -5.84 1.05 0.33  -0.071
O9 -7.97 4.04 0.03  -0.038
C5 -0.08 3.21 0.34  -0.169
H28 9.29 0.55 1.73  0.005
C6 -4.65 -1.00 1.27  -0.383
H29 -8.42 2.66 -1.76  -0.017
H30 8.24 1.65 1.64  -0.006
C7 -1.63 3.21 0.13  -0.157
O10 7.17 3.34 0.60  -0.056
N1 -3.95 -0.33 0.12  0.107
H31 -12.44 3.55 -1.07  0.043
H32 -2.96 -0.57 0.01  0.170
H33 2.10 0.51 1.82  0.137
H34 -4.20 0.60 4.45  0.050
H35 0.14 3.68 1.32  0.134
H36 -8.39 3.93 0.89  0.061
O11 3.77 3.46 -4.27  -0.046
O12 4.25 -4.44 -1.26  -0.055
O13 3.16 -0.11 0.11  -0.179
H37 -2.60 -2.29 -3.30  0.052
H38 6.57 -1.46 3.02  0.026
O14 0.85 -1.74 -1.25  -0.057
H39 -2.16 3.51 1.06  0.128
C8 1.89 2.01 0.17  -0.142
H40 3.55 1.43 1.39  0.097
H41 6.52 0.54 5.06  0.048
O15 -4.38 5.21 -0.13  -0.047
O16 -1.09 -0.21 1.67  -0.046
H42 1.28 -2.60 -1.30  0.025
H43 -5.77 -3.40 1.79  0.022
H44 -3.99 -2.75 -0.78  -0.073
O17 0.46 1.89 0.34  -0.168
H45 5.14 0.15 0.79  0.099
H46 4.82 -3.91 -3.14  -0.004
H47 5.61 -2.44 0.44  0.057
H48 3.40 -4.64 -1.67  0.053
H49 -1.52 0.44 1.10  -0.013
H50 4.18 2.08 -1.74  0.019
H51 6.66 -2.94 3.33  0.050
O18 8.51 0.89 2.17  -0.073
H52 -5.23 -0.23 5.18  0.056
H53 4.30 -5.07 -0.53  0.065
H54 2.11 2.02 -0.91  0.128
O19 5.68 0.07 4.93  -0.048
H55 5.09 1.96 3.22  0.041
H56 10.67 -1.55 2.79  0.053
H57 -6.84 -0.90 0.74  0.118
O20 -2.12 1.94 -0.33  -0.149
H58 -7.96 1.47 -3.12  0.044
O21 4.86 -3.28 -3.87  -0.059
H59 5.68 -1.31 -0.94  0.063
H60 9.62 -1.87 1.74  0.034
H61 7.85 -3.42 -0.48  -0.004
O22 8.26 -1.54 -1.54  -0.039
H62 4.18 -2.30 -0.69  0.040
O23 -4.82 -0.12 4.32  -0.047
H63 -2.52 -5.20 0.00  -0.016
O24 7.93 -4.18 0.10  -0.057
O25 5.51 1.95 2.35  -0.060
O26 -7.12 1.27 -2.69  -0.057
N2 -4.10 -3.48 -0.08  -0.282
H64 -6.25 1.94 0.83  0.114
H65 -11.89 4.84 -1.66  0.043
C9 5.00 -1.77 -0.20  -0.048
H66 -1.31 -8.73 -2.49  0.029
C10 -6.05 -0.30 1.21  -0.109
H67 5.11 3.12 -2.33  0.023
H68 3.96 3.94 -5.07  0.046
H69 6.41 2.79 0.36  0.012
C11 4.37 -0.63 0.68  -0.246
H70 -3.53 -3.19 2.28  0.015
H71 7.37 3.83 -0.20  0.047
H72 -4.56 -0.52 -0.69  0.170
O27 -9.19 3.06 -2.17  -0.079
H73 -6.25 0.07 2.22  0.099
H74 5.27 0.08 5.80  0.043

Orbital gap   8.887 eV
Total charge   +1

Sequential maximum force output: 3.69, 11.14, 4.28, 3.27, 2.45, 2.25, 0.49, 3.01 eV Å⁻¹